The following is a quantum chemistry calculation of a 2-piece molecular cluster, H4O2 overall at a distorted geometry, from OMol25.

For the frontier orbital gap, the calculation gives 12.56 eV. The LUMO energy comes out at 0.03728 Eh. The calculation puts the energy at -4159.48604 eV. As for the relative energy (zero: lowest compared OMol25 entry of this formula, charge and spin): 43.7 kJ/mol.

```
! RIJCOSX wB97M-V def2-TZVPD def2/J DEFGRID3
* xyz 0 1
O -0.22120 0.02517 -5.89484
O 0.31384 -0.04752 5.89432
H -0.73647 0.56725 -5.24007
H 0.64397 -0.86944 6.36395
H -0.51086 -0.20986 5.54684
H -0.13778 0.69082 -6.66651
*
```